C2H4S2 | the ωB97M-V functional and the def2-TZVPD basis

Results
- F_max: 1.6 eV/A
- HOMO: -8.7 eV
- SMILES: CSC=S
- Calculated total energy: -874.94689 Ha

Positions of all 8 atoms, in Å:
C -1.239 0.015 0.034
S 0.159 -1.178 -0.018
C 1.501 -0.098 -0.054
S 3.102 -0.460 0.021
H -1.062 0.657 0.902
H -2.249 -0.498 0.171
H -1.353 0.610 -0.891
H 1.142 0.952 -0.164

C8H4Cl2N2 | the ωB97M-V functional and the def2-TZVPD basis

Results
- F_max: 3.8 eV/A
- HOMO: -10.1 eV
- SMILES: N#C/C=C(Cl)\C=C(/Cl)C#N.C#C
- Calculated total energy: -1336.97458 Ha

Positions of all 16 atoms, in Å:
N -3.790 1.141 -1.537
C -2.838 1.559 -1.041
C -1.649 1.970 -0.511
C -0.581 1.236 -0.132
Cl 0.784 2.118 0.485
C -0.180 -0.154 -0.357
C -0.834 -1.288 -0.152
Cl -2.481 -1.313 0.400
C -0.182 -2.495 -0.190
N 0.389 -3.486 -0.256
H -1.637 2.928 -0.225
H 0.859 -0.220 -0.396
C 3.198 -0.152 1.426
C 2.982 -0.883 0.515
H 3.283 0.623 2.216
H 2.677 -1.585 -0.247

C25H29FN4O3S | the ωB97M-V functional and the def2-TZVPD basis

Results
- F_max: 0.9 eV/A
- HOMO: -8.0 eV
- SMILES: COc1ccc(S(=O)(=O)NC[C@H](c2cccnc2)N2CCN(c3ccc(F)cc3)CC2)cc1C
- Calculated total energy: -1912.82492 Ha

Positions of all 63 atoms, in Å:
C -2.742 -4.158 0.129
O -3.316 -2.990 -0.416
C -3.045 -1.794 0.164
C -2.208 -1.631 1.264
C -1.991 -0.366 1.785
C -2.605 0.722 1.206
S -2.321 2.351 1.850
O -1.688 2.249 3.138
O -3.495 3.160 1.721
N -1.224 2.944 0.725
C 0.157 2.602 0.965
C 0.912 2.414 -0.364
C 0.039 1.575 -1.266
C -0.033 0.197 -1.094
C -0.829 -0.545 -1.947
C -1.541 0.123 -2.931
N -1.501 1.434 -3.088
C -0.730 2.137 -2.278
N 2.171 1.715 -0.173
C 3.031 2.152 0.908
C 4.193 1.129 1.005
N 3.954 -0.018 0.157
C 3.041 -0.985 0.559
C 2.328 -0.906 1.761
C 1.450 -1.903 2.144
C 1.277 -3.000 1.325
F 0.391 -3.968 1.681
C 1.987 -3.134 0.147
C 2.867 -2.138 -0.221
C 3.931 0.414 -1.227
C 2.955 1.608 -1.389
C -3.436 0.575 0.110
C -3.673 -0.677 -0.424
C -4.590 -0.874 -1.588
H -3.070 -4.322 1.159
H -3.097 -4.975 -0.496
H -1.651 -4.126 0.099
H -1.732 -2.480 1.724
H -1.367 -0.217 2.651
H -1.398 3.911 0.502
H 0.649 3.354 1.592
H 0.144 1.652 1.501
H 1.060 3.412 -0.823
H 0.546 -0.277 -0.317
H -0.891 -1.618 -1.854
H -2.171 -0.409 -3.632
H -0.720 3.205 -2.454
H 2.463 2.165 1.836
H 3.432 3.167 0.734
H 5.124 1.585 0.657
H 4.351 0.799 2.031
H 2.433 -0.054 2.409
H 0.898 -1.827 3.067
H 1.858 -4.013 -0.464
H 3.440 -2.270 -1.125
H 4.945 0.707 -1.514
H 3.618 -0.406 -1.868
H 2.285 1.431 -2.231
H 3.512 2.541 -1.587
H -3.901 1.453 -0.307
H -4.168 -1.597 -2.282
H -5.545 -1.271 -1.245
H -4.765 0.067 -2.101

C21H24N4O3S | the ωB97M-V functional and the def2-TZVPD basis

Results
- F_max: 1.2 eV/A
- HOMO: -7.4 eV
- SMILES: COCc1cc(C)nc(SCC(=O)Nc2ccc(N3CCOCC3)cc2)c1C#N
- Calculated total energy: -1657.55339 Ha

Positions of all 53 atoms, in Å:
C -2.003 -3.408 1.720
O -2.055 -2.455 0.684
C -0.918 -2.447 -0.139
C 0.249 -1.678 0.426
C 0.106 -0.819 1.501
C 1.204 -0.085 1.947
C 1.136 0.844 3.108
N 2.375 -0.163 1.334
C 2.522 -0.938 0.282
S 4.052 -0.766 -0.582
C 4.445 0.949 -0.084
C 3.188 1.816 0.002
O 3.044 2.628 0.886
N 2.311 1.597 -1.017
C 0.912 1.699 -0.936
C 0.267 2.472 0.023
C -1.105 2.431 0.137
C -1.895 1.626 -0.696
N -3.272 1.647 -0.569
C -3.897 1.616 0.739
C -4.301 0.176 1.096
O -5.166 -0.368 0.125
C -4.541 -0.385 -1.139
C -4.145 1.040 -1.551
C -1.232 0.889 -1.684
C 0.143 0.926 -1.799
C 1.498 -1.763 -0.207
C 1.695 -2.572 -1.341
N 1.848 -3.217 -2.278
H -1.919 -4.422 1.313
H -2.938 -3.314 2.269
H -1.160 -3.228 2.397
H -0.607 -3.473 -0.388
H -1.223 -1.956 -1.071
H -0.857 -0.703 1.972
H 1.552 0.360 3.992
H 0.110 1.136 3.315
H 1.743 1.720 2.893
H 4.933 0.945 0.889
H 5.134 1.321 -0.842
H 2.624 0.957 -1.739
H 0.847 3.096 0.681
H -1.575 3.059 0.877
H -3.222 2.001 1.500
H -4.795 2.243 0.707
H -4.848 0.152 2.040
H -3.399 -0.450 1.174
H -5.267 -0.806 -1.836
H -3.651 -1.030 -1.099
H -3.682 1.055 -2.536
H -5.057 1.649 -1.591
H -1.782 0.260 -2.367
H 0.628 0.324 -2.556

What energy relative to the best compared isomer or geometry (same formula, charge and spin) values result from the calculations? In sequence: 0.360, 0.000, 0.000, 2.014 eV.